# 1
This record from OMol25 describes 2 unconnected molecules or ions with the total composition C33H37N3S in a non-equilibrium geometry. The level of theory is wB97M-V/def2-TZVPD.

Values from the calculation:
Energy ... -50124.1266 eV
Molar mass ... 507.747 g mol⁻¹
Net charge ... 0

Each line ends with the Löwdin charge.
Positions of all 74 atoms, in Å:
1 C 3.76673 5.12030 0.98888  -0.073
2 H -7.18453 -3.80608 0.62150  0.099
3 C 2.90390 2.45756 -0.06367  -0.008
4 C -5.62003 -1.32140 0.60705  -0.222
5 C -1.28286 4.07173 -2.35718  -0.115
6 H 1.49300 6.57101 1.00928  0.085
7 H 1.76798 3.86218 -3.88117  0.098
8 H 5.23776 -6.54936 1.69239  0.091
9 H -2.49519 -2.53009 1.30991  0.106
10 C 3.31431 -1.49327 0.81013  -0.030
11 H 4.24950 4.27852 1.49963  0.090
12 C 6.27273 -4.57475 0.34001  -0.065
13 H 4.74003 -6.84121 0.01592  0.093
14 H 2.23549 -5.17453 0.23146  0.100
15 H 0.57776 5.47696 -0.08527  0.074
16 H 3.70314 5.96982 1.68533  0.085
17 H 6.42886 -3.59065 -0.11098  0.080
18 C -3.90238 0.28179 -0.03793  -0.021
19 C -2.87056 -0.61336 0.33569  -0.225
20 H 0.13482 5.55609 -3.04626  0.091
21 H 6.84812 -4.63933 1.27580  0.094
22 H -0.38147 1.38120 1.67485  0.123
23 C 0.57340 2.18334 -3.26901  -0.130
24 C -5.23939 -0.05061 0.08708  -0.014
25 C 1.95339 -1.75706 0.50279  -0.160
26 H 4.39038 5.42619 0.13548  0.085
27 C 4.56544 -6.20117 0.89336  -0.063
28 C 0.92962 -0.71206 0.48654  -0.107
29 H 0.06800 3.78252 1.32889  0.116
30 C 0.84100 3.53815 -3.40421  -0.108
31 H -6.78692 -3.12084 2.21903  0.085
32 H -4.84904 -3.16493 1.49383  0.094
33 C 0.48729 1.68248 1.08997  -0.026
34 H -8.70817 -1.65905 -0.39822  0.089
35 C 1.29794 0.70398 0.47188  -0.174
36 H 6.66191 -5.34747 -0.33843  0.090
37 N 2.43290 4.74641 0.56606  -0.217
38 H 1.27498 1.42524 -3.60807  0.093
39 H -6.00760 0.66241 -0.21391  0.096
40 H -8.40732 -2.86935 1.51335  0.087
41 H -2.54038 2.37808 -1.87853  0.073
42 H 3.88106 2.76476 -0.43995  0.116
43 N 4.86723 -4.82189 0.57915  -0.207
44 H 2.00004 6.37413 -0.68784  0.090
45 H -3.63691 1.25937 -0.44744  0.100
46 H 5.33715 -2.20816 0.89786  0.100
47 C 1.61477 -3.11699 0.25794  -0.013
48 C -4.59444 -2.19593 1.06017  -0.020
49 N -6.92652 -1.69996 0.66665  -0.200
50 C 1.57381 5.84646 0.18385  -0.068
51 C 2.54817 -4.13658 0.36197  -0.015
52 C -7.33772 -2.94176 1.28791  -0.068
53 C -7.99045 -0.95259 0.03487  -0.063
54 C 2.03760 3.43005 0.48165  -0.238
55 S -0.93833 0.10427 -2.36656  0.743
56 H 3.52982 -6.31092 1.22486  0.077
57 C -0.42844 -1.08345 0.48934  -0.087
58 H 3.08145 0.44884 -0.74675  0.120
59 H 0.59785 -3.38802 -0.02334  0.110
60 C 3.92346 -3.83469 0.56457  -0.224
61 C 4.28872 -2.47497 0.75403  -0.015
62 H -7.60916 -0.30484 -0.75816  0.077
63 H -0.66528 -2.11995 0.73287  0.087
64 C -3.25714 -1.84272 0.93855  -0.015
65 C -1.58268 2.72025 -2.26475  -0.134
66 H -8.53452 -0.33397 0.76333  0.097
67 H 3.62877 -0.49236 1.09855  0.108
68 C -0.07754 4.49143 -2.93941  -0.128
69 H -2.00027 4.80681 -1.98643  0.098
70 C 2.47397 1.14970 -0.17581  -0.037
71 C -1.48189 -0.25607 0.08552  -0.186
72 C 0.76956 3.02962 0.96706  0.004
73 C -0.63748 1.74047 -2.66676  -0.720
74 H -1.32922 0.81022 -0.12079  0.050


# 2
This record from OMol25 describes a molecular structure, C33H38AuBF3N2O2Te. The level of theory is wB97M-V/def2-TZVPD.

Values from the calculation:
Relative energy (zero: lowest compared OMol25 entry of this formula, charge and spin) ... 15.5 kJ/mol
Molar mass ... 887.052 g mol⁻¹
Net charge ... -1

Each line ends with the Löwdin charge.
Positions of all 81 atoms, in Å:
1 H 7.12934 -3.30939 -0.20981  0.089
2 H 1.89474 4.57978 -1.45310  0.111
3 C 7.34711 -0.64713 -2.41121  -0.055
4 C -5.99222 -2.04639 -0.53254  -0.260
5 C 6.73396 -2.99944 -2.90041  -0.077
6 C -1.15162 -0.70527 4.43771  -0.476
7 F -10.83427 -1.30796 -1.31016  0.123
8 H -0.27722 0.49855 -2.96806  0.072
9 H 3.72088 0.45087 0.90849  0.110
10 H -1.45585 2.03497 -0.14390  0.009
11 H 3.41071 3.10491 -0.12740  0.066
12 C -10.25236 -1.66617 -0.14385  -0.585
13 C -3.35884 -2.17381 -0.76852  -0.211
14 F -10.59052 -0.70156 0.74079  0.124
15 H 8.57783 -2.62694 -0.97136  0.079
16 O 1.71223 -2.41907 -1.72623  0.075
17 H -3.29358 4.08348 3.22040  0.095
18 C -1.73258 0.64643 4.09606  -0.290
19 C 1.88274 3.49743 -1.61985  -0.229
20 H -1.52092 0.17408 0.88668  -0.012
21 H 0.44784 1.36103 1.26079  0.059
22 C 0.38570 1.33638 -2.76744  -0.025
23 C 5.10470 -0.63418 -0.35518  -0.049
24 H -0.15087 -0.60573 4.85656  0.041
25 H 7.61737 -1.65232 0.14807  0.073
26 N 0.71754 2.96111 -0.93904  -0.096
27 C -2.85194 3.12614 3.46869  -0.099
28 C 0.49521 3.37558 0.43719  -0.211
29 H -6.05548 0.00794 -1.13042  0.116
30 H -8.51301 0.21142 -0.90309  0.118
31 H -2.42925 3.65828 5.51016  0.093
32 H 5.96660 -0.12911 0.06497  0.101
33 H 7.39635 0.15437 -1.67293  0.074
34 N -1.18889 1.55067 -0.99598  0.140
35 C -6.76921 -3.13569 -0.12286  -0.026
36 H -3.14789 2.30891 1.50889  0.113
37 H 1.06490 4.29426 0.59658  0.113
38 Te -1.06204 -1.83524 2.60191  1.163
39 C 3.84218 -0.28737 0.12719  -0.005
40 H -6.27364 -4.07155 0.09776  0.114
41 H 1.99463 2.17509 1.43791  0.054
42 C 5.29129 -1.60106 -1.34532  -0.182
43 H 8.36416 -0.85727 -2.75465  0.079
44 H -8.73014 -3.87671 0.32762  0.112
45 C 0.91439 2.32532 1.46467  -0.054
46 C 6.71077 -1.91438 -1.82264  -0.565
47 H 4.03438 3.32587 -1.76638  0.074
48 Au -1.31732 -2.01071 -0.92413  0.670
49 C -2.76777 2.13218 2.50939  -0.053
50 H 7.76599 -3.18425 -3.20783  0.080
51 C -2.08842 -0.16469 1.74787  -0.478
52 C 2.75527 -0.93096 -0.41841  -0.240
53 C -2.20120 0.89167 2.80795  -0.282
54 H 1.75741 3.35504 -2.69156  0.100
55 B 0.72140 -1.74089 -0.94855  -0.690
56 H 6.76352 -0.28551 -3.26037  0.088
57 C -8.14402 -3.02624 0.00625  -0.022
58 C 3.21535 2.90014 -1.18126  -0.069
59 H 3.21548 1.82015 -1.32247  0.055
60 C -4.57262 -2.14357 -0.65853  -0.181
61 H 0.34600 2.03443 -3.60512  0.076
62 C -6.64926 -0.83861 -0.81242  -0.023
63 C 7.55956 -2.40318 -0.64071  -0.055
64 C -8.01891 -0.72792 -0.68577  -0.025
65 H -3.06122 -0.49475 1.38150  0.038
66 H 6.32052 -3.93961 -2.53083  0.085
67 C -8.77301 -1.82232 -0.27539  -0.151
68 C -2.36999 2.88732 4.75181  -0.105
69 F -10.86620 -2.79234 0.26153  0.122
70 O 1.43189 -0.78333 -0.15017  0.032
71 H 4.24358 -3.02402 -2.62429  0.113
72 H -1.77713 -1.21955 5.16706  0.042
73 H 1.41015 0.96694 -2.67207  0.079
74 C -0.08500 1.97474 -1.48717  -0.447
75 C 2.92498 -1.90903 -1.38428  -0.219
76 H 0.62580 2.63989 2.46971  0.075
77 C -1.82025 1.65345 5.05822  -0.057
78 H -0.55687 3.64027 0.57513  0.104
79 C 4.16824 -2.25666 -1.86666  0.061
80 H -1.45014 1.46065 6.05928  0.108
81 H 6.16896 -2.69787 -3.78446  0.085